Version i
Density functional theory data (ωB97M-V/def2-TZVPD) for an isolated ion of composition C4H13N3 and charge +2.

As for the structure (SMILES): C/C=[NH+]/C[N@@H+](C)N. Its charge is +2.

Each line ends with the natural charge from an NBO analysis.
Element x y z (Å)
C (-1.96, -0.53, 0.34)  0.37
C (1.60, 0.35, -1.64)  -0.45
H (1.17, -0.53, -2.16)  0.25
C (-2.86, 0.43, 0.82)  -0.72
H (-0.38, 0.78, 0.44)  0.46
H (2.18, 1.58, 0.10)  0.40
H (0.98, 1.21, -1.63)  0.24
C (0.37, -1.08, 0.19)  -0.05
H (2.15, 0.69, 1.58)  0.41
H (0.15, -1.94, -0.41)  0.26
H (-2.18, -1.58, 0.17)  0.25
H (0.70, -1.47, 1.25)  0.26
N (1.70, 0.94, 0.73)  -0.62
H (-3.94, 0.42, 0.07)  0.35
H (-3.31, 0.07, 1.77)  0.34
N (1.62, -0.30, -0.33)  -0.22
H (2.60, 0.70, -1.98)  0.29
H (-2.32, 1.37, 0.70)  0.25
N (-0.68, -0.16, 0.23)  -0.51
H (2.41, -0.93, -0.25)  0.46

Version ii
Density functional theory data (ωB97M-V/def2-TZVPD) for a 2-piece molecular cluster, C4H13N3 overall.

Its charge is +2.

Each line ends with the natural charge from an NBO analysis.
Element x y z (Å)
H (1.36, -1.24, -1.48)  0.44
H (-0.49, 1.35, 1.56)  0.44
N (2.23, 0.79, 0.80)  -0.74
H (-0.63, -0.10, 2.07)  0.44
H (-2.06, 0.63, 1.56)  0.48
C (-0.75, -1.46, -0.31)  -0.73
H (-0.59, -2.19, 0.53)  0.28
C (1.47, -0.02, 0.07)  0.52
H (1.74, 1.33, 1.51)  0.42
H (-2.02, 1.14, -0.85)  0.26
N (-1.04, 0.51, 1.42)  -0.71
H (-1.73, -1.71, -0.51)  0.29
H (-0.26, 1.96, -1.01)  0.28
H (-0.94, 0.59, -2.05)  0.28
H (-0.22, -1.76, -1.17)  0.25
H (2.98, -0.99, -0.74)  0.45
N (1.94, -0.90, -0.75)  -0.73
H (3.22, 0.66, 0.86)  0.45
C (-0.61, -0.04, -0.04)  0.34
C (-0.91, 1.01, -1.07)  -0.71

Version iii
Density functional theory data (ωB97M-V/def2-TZVPD) for C4H13N3 as an isolated structure.

Its charge is +2.

Each line ends with the natural charge from an NBO analysis.
Element x y z (Å)
N (-1.00, 0.26, 1.42)  -0.70
C (-0.95, 1.09, -0.91)  -0.68
C (-1.13, -1.33, -0.44)  -0.71
H (1.51, 1.84, 0.79)  0.43
H (-1.97, 0.97, -1.23)  0.27
H (2.95, 1.24, 0.31)  0.44
H (-0.75, 1.17, 1.88)  0.46
H (1.50, -1.90, -0.84)  0.46
H (-1.98, 0.28, 1.47)  0.46
C (1.44, -0.01, -0.01)  0.57
H (-0.78, 1.92, -0.35)  0.21
H (-0.48, 1.05, -1.87)  0.28
H (-0.80, -1.74, -1.41)  0.29
H (3.06, -1.14, -0.59)  0.46
H (-1.20, -2.03, 0.41)  0.25
N (2.02, 0.99, 0.60)  -0.74
H (-2.16, -1.07, -0.68)  0.27
N (2.01, -1.05, -0.51)  -0.73
C (-0.56, -0.02, 0.00)  0.25
H (-0.72, -0.50, 1.98)  0.45

Short version: version i is the least stable of them.

Version i
Density functional theory data (ωB97M-V/def2-TZVPD) for C4H13N3 as an isolated structure.

Its charge is +2.

Each line ends with the natural charge from an NBO analysis.
Element x y z (Å)
H (-2.18, 3.26, 0.20)  0.22
H (1.17, -0.17, -0.07)  0.28
H (-0.14, 2.74, 2.30)  0.44
H (0.24, -1.98, 1.01)  0.24
H (2.00, -3.48, 0.47)  0.46
N (-0.97, 3.14, 1.82)  -0.63
C (-1.45, 2.60, 0.71)  0.40
H (1.22, -0.97, -1.58)  0.25
H (-0.78, 2.27, -1.00)  0.39
H (1.75, -3.20, -1.15)  0.45
H (-1.57, -0.11, -0.29)  0.24
H (-0.51, -2.66, -0.53)  0.26
C (0.31, -2.10, -0.06)  -0.18
H (-1.46, 3.87, 2.32)  0.45
C (0.49, -0.70, -0.81)  -0.51
H (2.58, -2.19, -0.16)  0.45
N (-0.65, 1.84, -0.09)  -0.72
N (1.74, -2.77, -0.21)  -0.70
C (-0.76, 0.09, -0.96)  -0.03
H (-1.04, 0.52, -1.92)  0.25

Version ii
Density functional theory data (ωB97M-V/def2-TZVPD) for an isolated ion of composition C4H13N3 and charge +2.

As for the structure (SMILES): N/C=C(\[NH3+])CC[NH3+]. Its charge is +2.

Each line ends with the natural charge from an NBO analysis.
Element x y z (Å)
H (-2.10, -0.23, -0.25)  0.24
H (0.47, 1.11, 1.17)  0.28
H (0.59, -2.25, 0.34)  0.44
C (-1.57, 0.53, 0.41)  -0.25
N (-2.45, 0.62, 1.71)  -0.67
H (0.19, -0.50, 1.60)  0.25
C (0.80, -0.23, -0.27)  -0.09
C (1.66, 0.63, -1.06)  0.12
H (-3.34, 0.15, 1.58)  0.46
N (0.79, -1.65, -0.53)  -0.70
H (3.25, 1.06, -2.19)  0.45
H (1.51, 1.67, -0.85)  0.23
H (0.04, -2.00, -1.12)  0.44
H (1.77, -2.00, -0.85)  0.47
H (-1.95, 0.20, 2.51)  0.45
C (-0.13, 0.26, 0.82)  -0.51
H (-1.90, 1.26, -0.34)  0.28
H (-2.60, 1.56, 1.95)  0.45
H (2.47, -0.50, -2.62)  0.42
N (2.51, 0.30, -2.01)  -0.77

Short version: version i is the least stable of them.

Version i
Density functional theory data (ωB97M-V/def2-TZVPD) for C22H37ClF3IrN2O5P as an isolated structure.

Its charge is +1.

Each line ends with the Löwdin charge.
Element x y z (Å)
H (-1.48, -3.74, 5.44)  0.10
H (-2.93, -3.54, 0.02)  0.07
H (2.85, 1.35, -0.21)  0.14
H (-3.02, -2.19, 1.13)  0.07
H (-3.99, -0.14, 2.12)  0.07
H (-4.56, 0.99, -0.67)  0.10
H (-1.03, 2.33, -3.29)  0.10
H (-1.52, 2.89, -1.71)  0.07
H (-3.89, 2.24, -2.36)  0.08
C (-0.90, 0.09, 4.94)  -0.57
P (-2.40, 0.06, -0.56)  0.98
F (0.22, -0.24, 5.55)  0.19
H (-3.02, 2.89, -0.10)  0.06
C (-3.01, -5.00, 4.64)  -0.67
H (-0.27, -3.58, 3.30)  0.11
F (-1.24, 1.33, 5.29)  0.17
C (-0.01, -2.73, 0.31)  -0.57
H (-1.79, 0.06, -2.82)  0.11
H (-0.55, 2.49, 1.91)  0.11
H (-4.28, 0.60, -2.88)  0.06
H (-2.89, 2.24, 1.55)  0.06
H (1.68, -0.49, 0.50)  0.12
H (-3.29, 1.63, -3.90)  0.10
C (-3.48, -5.68, 3.53)  -0.06
H (-4.42, 2.83, 0.94)  0.09
H (-4.41, -2.60, 0.13)  0.08
C (-2.83, -1.67, -1.02)  -0.49
C (-1.18, 2.01, -2.26)  -0.11
C (-0.72, 0.05, 3.41)  -0.50
H (0.83, -4.16, 1.68)  0.13
H (-3.15, -5.91, 0.21)  0.07
H (1.49, 1.89, -1.17)  0.10
H (-2.65, -7.36, 1.05)  0.09
H (-4.38, -6.27, 3.62)  0.12
H (0.69, -4.70, 0.00)  0.14
C (-3.50, 1.36, -2.86)  -0.10
C (-2.79, -5.64, 2.33)  -0.19
H (-4.29, -6.75, 1.27)  0.08
O (0.46, -2.39, -0.77)  0.02
O (0.42, 0.01, 2.90)  -0.01
H (-5.43, 0.77, 1.65)  0.09
H (1.14, -0.46, -1.01)  0.10
H (-4.76, -1.36, -1.98)  0.08
O (-0.63, -1.94, 1.13)  -0.19
H (-5.10, -0.78, 0.90)  0.07
C (-1.85, -4.26, 4.57)  -0.10
C (-3.88, 0.89, 0.18)  -0.50
N (1.14, 0.08, -0.15)  -0.07
O (-1.01, -4.88, 1.03)  -0.04
Cl (-3.89, -5.08, 6.14)  0.67
N (-0.23, 2.13, 1.01)  -0.07
C (-4.63, 0.13, 1.28)  -0.08
H (-3.95, -2.86, -2.38)  0.10
C (-2.20, 0.88, -2.22)  -0.50
F (-1.87, -0.74, 5.31)  0.19
C (-3.79, -1.80, -2.20)  -0.09
H (-0.68, 2.70, 0.30)  0.08
C (-1.64, -4.86, 2.25)  -0.23
C (-3.52, 2.30, 0.66)  -0.10
C (-1.16, -4.18, 3.36)  -0.01
C (-3.33, -2.54, 0.15)  -0.09
C (0.18, -4.17, 0.80)  -0.07
H (-0.22, 1.68, -1.88)  0.03
C (1.26, 2.26, 0.94)  -0.18
O (-1.76, 0.14, 2.68)  -0.09
C (1.76, 1.42, -0.23)  -0.18
C (-3.25, -6.45, 1.15)  -0.02
H (-3.41, -1.38, -3.13)  0.07
H (1.56, 3.30, 0.82)  0.13
Ir (-0.65, 0.07, 0.92)  1.27
H (1.65, 1.89, 1.88)  0.12
H (-1.85, -2.04, -1.33)  0.09

Version ii
Density functional theory data (ωB97M-V/def2-TZVPD) for C22H37ClF3IrN2O5P as an isolated structure.

Its charge is +1.

Each line ends with the Löwdin charge.
Element x y z (Å)
N (0.07, 0.17, 1.96)  -0.07
P (-2.30, -0.58, -0.53)  0.98
H (6.11, -1.82, 1.26)  0.12
H (6.87, 0.80, -0.84)  0.10
F (-2.22, 4.59, -1.43)  0.19
C (-4.23, 1.46, -1.09)  -0.07
H (-5.18, 1.88, -0.76)  0.10
H (3.50, 2.18, 2.46)  0.12
C (-4.01, -2.81, 0.08)  -0.09
C (1.03, -0.95, 2.20)  -0.17
H (-2.08, -3.49, 1.89)  0.10
C (5.54, -0.94, 1.51)  -0.06
H (0.49, -1.84, 2.49)  0.10
H (-0.72, 0.12, 2.60)  0.11
C (-2.14, -2.43, 1.63)  -0.10
H (-4.49, -1.19, -2.56)  0.07
C (-2.33, -0.82, -2.37)  -0.52
C (4.19, 0.26, 3.10)  -0.13
N (0.87, -1.11, -0.23)  -0.08
H (1.42, -0.97, -1.08)  0.10
F (-1.71, 3.62, -3.29)  0.19
H (3.75, 0.34, 4.08)  0.11
H (-4.61, -0.41, -0.18)  0.09
O (-1.32, 2.44, -0.08)  -0.06
H (-4.46, -2.74, -0.91)  0.05
C (-1.30, 3.86, -2.05)  -0.56
C (4.06, 1.30, 2.18)  -0.01
O (1.15, 2.05, 0.55)  -0.14
C (-1.03, -1.46, -2.86)  -0.11
C (3.34, 2.89, -0.04)  -0.07
H (-4.01, -3.86, 0.37)  0.10
F (-0.16, 4.55, -2.09)  0.19
C (-2.58, -2.28, 0.18)  -0.49
O (-0.59, 1.55, -1.91)  -0.05
H (-3.05, 1.67, 1.43)  0.07
H (-1.11, -1.63, -3.94)  0.09
H (-0.86, -2.44, -2.41)  0.07
H (2.34, -2.13, 0.95)  0.14
C (-3.78, 0.87, 1.33)  -0.09
C (-3.83, 0.36, -0.11)  -0.50
C (6.10, 0.03, -0.75)  -0.01
Cl (5.02, -2.19, 3.85)  0.67
H (3.39, 3.55, -0.92)  0.15
H (3.19, 3.51, 0.84)  0.13
H (-1.17, -1.99, 1.81)  0.01
H (5.37, 0.22, -1.54)  0.09
C (2.18, 1.92, -0.23)  -0.59
H (-0.17, -0.82, -2.70)  0.05
C (1.82, -1.17, 0.92)  -0.17
C (5.44, 0.09, 0.59)  -0.19
C (-3.54, -1.57, -2.93)  -0.10
O (2.25, 1.03, -1.08)  0.02
C (-1.07, 2.54, -1.30)  -0.53
H (6.56, -0.94, -0.91)  0.08
H (0.37, -1.99, -0.32)  0.10
H (-3.52, 2.29, -1.11)  0.06
O (4.56, 2.18, -0.02)  -0.02
H (-3.54, -1.45, -4.02)  0.09
H (-4.66, -2.29, 0.78)  0.08
H (-4.76, 1.27, 1.61)  0.09
H (0.56, 1.05, 2.16)  0.10
C (4.67, 1.21, 0.94)  -0.25
H (-3.54, 0.08, 2.04)  0.06
Ir (-0.35, 0.56, -0.05)  1.30
H (-2.36, 0.20, -2.74)  0.09
H (-1.94, -2.91, -0.45)  0.10
H (-3.48, -2.63, -2.73)  0.08
H (-4.38, 1.09, -2.10)  0.08
H (-2.86, -1.97, 2.31)  0.08
C (4.91, -0.86, 2.75)  -0.68
H (1.71, -0.70, 3.02)  0.11
H (2.55, -0.39, 0.77)  0.09

Short version: version i is the least stable of them.

Version i
Density functional theory data (ωB97M-V/def2-TZVPD) for a 3-piece molecular cluster, C3H12NO3 overall.

Its charge is +1.

Each line ends with the natural charge from an NBO analysis.
Element x y z (Å)
C (-1.14, -0.37, -1.16)  0.42
C (-0.87, 0.50, 0.09)  -0.15
O (-0.31, -0.29, -2.02)  -0.47
H (-1.35, -1.19, 1.49)  0.25
H (-2.66, -0.03, 1.54)  0.26
H (0.67, 1.12, 1.31)  0.44
H (-1.17, 0.24, 2.26)  0.21
H (0.97, 1.23, -0.37)  0.47
N (0.57, 0.65, 0.38)  -0.70
H (1.23, -0.16, 0.42)  0.48
O (0.69, -1.87, 0.97)  -0.98
H (0.96, -2.13, 1.87)  0.50
H (2.73, 1.42, -1.92)  0.48
H (-1.28, 1.49, -0.04)  0.25
O (1.82, 1.31, -2.21)  -0.96
H (1.00, -2.63, 0.44)  0.51
H (1.78, 1.78, -3.05)  0.50
C (-1.59, -0.15, 1.31)  -0.67
H (-2.04, -0.94, -1.29)  0.17

Version ii
Density functional theory data (ωB97M-V/def2-TZVPD) for a 3-piece molecular cluster, C3H12NO3 overall.

Its charge is +1.

Each line ends with the natural charge from an NBO analysis.
Element x y z (Å)
H (1.99, 1.60, -0.73)  0.43
H (0.78, 2.06, -1.86)  0.44
H (-0.68, -1.92, 0.73)  0.51
H (0.63, 2.15, 1.19)  0.24
O (-0.67, -0.39, 1.92)  -0.54
O (1.09, -1.42, -1.99)  -1.02
C (-0.79, 0.80, 1.98)  0.48
H (-1.26, -2.93, -0.25)  0.50
H (-1.18, 1.37, 2.83)  0.16
H (1.52, 0.51, -1.74)  0.49
H (0.42, -1.92, -1.49)  0.52
C (-0.27, 1.64, 0.83)  -0.55
H (1.35, -1.97, -2.73)  0.50
H (-1.03, 2.37, 0.60)  0.25
H (-0.77, 0.69, -1.09)  0.24
C (0.05, 0.82, -0.39)  -0.24
H (0.32, -0.19, -0.11)  0.26
O (-0.82, -2.08, -0.22)  -0.98
N (1.15, 1.34, -1.25)  -0.68

Version iii
Density functional theory data (ωB97M-V/def2-TZVPD) for a 3-piece molecular cluster, C3H12NO3 overall.

Its charge is +1.

Each line ends with the natural charge from an NBO analysis.
Element x y z (Å)
C (-0.47, 1.23, 1.52)  0.44
C (0.26, -0.04, 1.87)  -0.54
H (-0.34, -0.95, 1.83)  0.25
C (1.63, -0.25, 1.19)  -0.20
H (-2.87, 1.49, -2.49)  0.51
H (0.60, 0.03, 2.91)  0.24
O (-0.27, -0.70, -2.16)  -1.00
H (1.51, -1.88, 0.03)  0.43
H (-0.23, -0.38, -3.07)  0.50
H (2.22, 0.63, 1.05)  0.24
H (-0.75, 1.85, 2.38)  0.14
H (0.60, -0.70, -0.72)  0.49
N (1.49, -0.91, -0.20)  -0.70
H (-1.18, -0.37, -2.01)  0.52
H (2.07, -1.00, 1.83)  0.23
O (-0.71, 1.52, 0.38)  -0.50
O (-2.62, 0.62, -2.12)  -0.97
H (-3.21, 0.46, -1.37)  0.49
H (2.25, -0.67, -0.85)  0.44

Short version: version i is the least stable of them.